Here is C41H44Br24ClF5NO4PS2 as an isolated structure in a non-equilibrium geometry from the Open Molecules 2025 dataset. Energies are from wB97M-V/def2-TZVPD.

CARTESIAN COORDINATES (ANGSTROEM)
H  5.1692  1.6915  -3.0336
C  4.3001  1.1250  -3.3566
H  2.1453  7.7617  9.7219
F  3.1919  1.8857  -3.3197
C  1.4849  -4.9042  -2.9068
C  -5.7088  2.0013  6.8044
C  -3.4009  1.8180  -0.1139
C  -2.7967  -0.2123  -1.4412
Br  -8.2018  -0.0957  2.3812
C  -3.4857  0.3839  -2.6955
C  1.5543  1.1727  0.8428
Br  1.3289  -8.8255  -5.1068
H  1.2254  -3.0962  -1.0325
Br  7.7356  6.4307  -1.7229
Br  1.0011  6.8682  11.7198
Br  -7.4960  1.5984  6.2056
Br  0.6704  -10.6501  -2.5909
H  -4.9695  -1.1445  -2.7315
H  -7.6749  -1.7074  4.1752
Br  10.8591  5.9302  -1.3358
S  0.5099  1.7496  2.1444
C  -2.4662  0.8222  -0.3809
C  -1.6165  3.9215  2.5043
C  8.4342  2.0936  -4.2621
H  -5.5509  0.4211  -2.0955
Br  -1.7876  4.3127  7.3234
H  5.4962  1.2546  0.0827
Br  7.0872  3.2468  -5.0038
H  1.9392  -2.0416  -4.6340
Br  -6.9834  -3.0462  2.2227
H  -0.1353  -9.9525  2.7727
Br  -1.2606  -11.0847  0.8883
H  -6.3690  0.8445  -4.1801
C  -4.7382  -1.4232  -5.7279
C  -1.0352  1.7873  1.2611
H  1.4579  -5.9961  -6.1313
C  -0.3188  -1.2439  1.2457
H  1.4074  -5.3431  -1.9198
Br  3.7340  5.9785  10.3497
H  -0.9785  5.7398  1.4354
Br  3.4152  8.9371  11.4855
H  -1.1496  3.5445  3.4168
O  -5.7716  -0.9583  -4.9657
H  -0.0850  -3.2121  2.8322
F  0.2806  5.3127  2.9337
H  8.9869  4.3225  -1.4527
C  -3.1424  2.8205  0.8116
S  3.5349  2.8601  1.8235
Br  1.3156  4.5385  7.9367
H  -2.5061  4.4825  2.7795
H  1.5874  -11.2661  -4.8014
H  -2.6214  5.3326  -0.0543
C  2.5191  7.4353  10.6816
H  -4.3250  -0.6839  -6.4335
C  1.5116  -5.3238  -5.2893
C  1.7347  -2.6341  -1.8711
C  1.7745  -3.0818  -4.3989
H  -3.4513  6.3802  1.1384
C  -3.5774  5.6202  0.3757
H  -1.8566  -0.6332  -1.7616
C  1.0397  0.2371  -0.0536
H  0.1790  -1.2135  -2.0473
C  -1.2347  -2.4795  1.1363
H  -5.7805  2.8531  7.4644
H  1.7585  -3.5892  -6.4924
H  8.3357  1.1318  -4.7443
C  -0.5625  -3.6061  1.9378
C  1.6904  -3.9550  -5.4776
C  0.2383  -10.3262  1.8309
C  4.1407  -0.0940  -2.3643
H  -0.6887  -0.6937  2.1114
H  1.4869  -0.8425  -3.0954
C  9.0834  5.2822  -0.9694
F  3.8373  -1.1992  -3.0526
C  -1.2535  0.7743  0.3177
Br  1.5710  -11.6552  2.2350
H  -3.3969  -0.9865  -0.9716
F  5.3868  -0.3130  -1.8592
Br  0.9934  -8.8260  0.8865
Br  -4.5666  2.5093  5.3419
C  1.6558  -3.5303  -3.0834
C  3.1677  0.2735  -1.2604
Br  8.8031  4.9947  0.9138
Br  0.3399  2.9236  5.3608
C  2.8491  1.6608  0.7140
C  -4.9439  -0.0664  -2.8555
H  1.3167  -6.8581  -3.8305
O  -4.3526  -2.5811  -5.6613
C  1.8500  -0.2039  -1.1156
O  -5.6336  3.8336  -0.0156
C  0.8051  -10.5810  -4.5096
H  -3.3834  1.4668  -2.6614
Br  -0.8155  -11.1749  -5.3626
H  0.2270  -3.9980  1.2990
F  4.5257  0.6342  -4.5899
C  -1.9336  2.8219  1.5151
H  -4.7469  0.8697  -4.8161
H  -4.3468  1.8217  -0.6341
C  3.6374  1.2143  -0.3399
Br  8.1552  1.8056  -2.3782
C  -0.5495  4.8666  1.9200
H  -5.5366  4.4524  -0.7481
O  4.8980  1.7784  -0.4633
H  0.6953  -1.5486  1.4849
H  -1.2571  -4.4148  2.1367
C  -0.0226  4.3849  6.5580
Br  10.2098  2.7378  -4.6296
H  -2.9466  0.0033  -3.5630
Br  -5.4345  -0.7489  3.8053
H  2.7887  -2.6058  -1.5905
Cl  -1.4652  -3.1087  -0.5198
N  -0.3037  -0.2841  0.0895
H  -4.1573  6.0453  -0.4445
C  -7.1482  -1.4394  3.2709
C  1.2597  -1.1927  -2.0948
P  -4.4149  4.1136  1.0793
H  0.0484  4.3225  1.1944
H  3.1256  2.4143  3.0250
C  1.4272  -5.7854  -3.9780
Br  -4.9530  0.5535  7.8252
H  -2.1978  -2.2767  1.5914
C  -5.4631  0.2508  -4.2719
H  0.0316  5.2807  5.9553

Atoms 1-6, force components in eV/Å:
H -0.049 0.327 -0.058
C 0.666 -1.036 0.982
H -0.001 -0.010 -0.011
F -0.189 0.116 -0.575
C 0.024 -0.306 -0.108
C 0.017 -0.053 -0.043

## Properties
DFT total energy = -1790997.11554 eV
HOMO-LUMO gap = 8.188 eV